(1)
A 12-piece molecular cluster, C3H30N2O13 overall in a non-equilibrium geometry, computed with the ωB97M-V functional and the def2-TZVPD basis.

Summary:
SMILES: NC(=O)NCCO.O.O.O.O.O.O.O.O.O.O.O
HOMO, eV: -9.91

CARTESIAN COORDINATES (ANGSTROEM)
1 N 1.6015 -2.4349 0.7881
2 C 1.3954 -2.6562 2.1893
3 O 1.9791 -3.4806 2.8244
4 N 0.4204 -1.9883 2.7429
5 C -0.4290 -1.0764 2.0291
6 C -1.8181 -0.8411 2.8814
7 O -2.9992 -0.9867 2.0309
8 H 1.4481 -1.4513 0.4612
9 H 2.2017 -3.0881 0.4706
10 H -0.0389 -2.4172 3.6251
11 H -0.7904 -1.4842 1.0096
12 H -0.0244 -0.0233 2.0756
13 H -2.1357 -1.6318 3.7263
14 H -1.8650 0.3084 3.1353
15 H -3.1160 -0.3539 1.2881
16 O -0.2572 2.7717 -1.6880
17 H -0.5385 3.6564 -1.4562
18 H -0.4485 2.4793 -2.6820
19 O -0.9352 0.1202 -2.7988
20 H -1.6855 -0.4275 -2.9010
21 H -0.7565 0.0794 -1.8464
22 O 3.0087 0.2756 -3.6782
23 H 2.8409 0.9727 -3.0085
24 H 2.3713 -0.5291 -3.4977
25 O -3.3862 -3.1781 -0.4419
26 H -3.5352 -2.8087 0.3839
27 H -2.4626 -3.4428 -0.3553
28 O 3.1808 2.2789 -1.0993
29 H 2.6969 3.0203 -1.5992
30 H 3.0303 2.5293 -0.1768
31 O 1.5084 3.9940 0.2610
32 H 0.8339 3.9541 0.9114
33 H 1.3406 4.6939 -0.3798
34 O -1.4596 3.8248 0.4457
35 H -1.4814 2.9352 0.6797
36 H -2.2310 4.0562 -0.2438
37 O -0.6320 -3.2779 -1.4590
38 H -0.0575 -2.6856 -0.9157
39 H -0.4582 -4.3214 -1.2605
40 O -0.2358 3.3226 2.7788
41 H 0.3656 3.1684 3.4311
42 H -1.1053 3.0661 3.0119
43 O 1.0533 -2.1246 -2.9100
44 H 0.2175 -2.3466 -3.3558
45 H 1.1516 -2.9851 -2.3963
46 O 0.7055 0.0268 -0.7491
47 H 1.0482 -0.5027 -1.4522
48 H 0.4832 1.0099 -0.8303

Atoms 1-6, force components in eV/Å:
N -3.3 3.2 3.0
C 0.8 -0.7 -2.5
O 1.6 -1.8 0.5
N -4.0 1.3 2.8
C -2.9 0.8 1.1
C -1.2 0.8 -1.0


(2)
A 2-piece molecular cluster, C7H17NO2P overall in a non-equilibrium geometry, computed with the ωB97M-V functional and the def2-TZVPD basis.

Summary:
Net charge: +1
HOMO, eV: -12.12

CARTESIAN COORDINATES (ANGSTROEM)
1 C -2.9497 0.6976 1.3721
2 C -3.8391 1.2608 2.1452
3 C 1.8190 -1.9704 0.8815
4 C 2.5363 -1.5095 -1.3908
5 C 2.5373 0.3099 0.0866
6 C 0.4333 -0.5346 -0.7270
7 C -0.3508 0.3208 0.2876
8 N 1.7797 -0.8957 -0.2721
9 O -3.7240 2.1572 -1.4786
10 O -0.1371 1.6776 0.1026
11 P -2.3322 0.0105 0.0322
12 H -4.2114 2.1672 1.8980
13 H -4.1510 0.7445 3.1343
14 H -4.2823 1.3258 -1.5297
15 H 1.2490 -2.8147 0.5203
16 H 2.8837 -2.2459 1.1768
17 H 1.3342 -1.4200 1.6802
18 H 2.4790 -0.7968 -2.1081
19 H 3.5835 -1.4657 -1.0318
20 H 2.2574 -2.4447 -1.9039
21 H 3.3698 -0.0469 0.7016
22 H 2.7783 0.8288 -0.8770
23 H 1.9534 0.9903 0.7505
24 H 0.4692 0.1213 -1.6079
25 H -0.2108 -1.4208 -0.9506
26 H -0.1307 0.0762 1.3794
27 H -4.1513 2.8062 -2.0889
28 H -0.9926 2.0710 -0.1826

Atoms 1-6, force components in eV/Å:
C -0.3 0.1 -0.3
C 1.1 -3.9 2.5
C 0.4 1.7 -0.3
C 1.7 -0.9 0.9
C 0.0 1.2 0.8
C -2.6 0.3 0.6


(3)
A 2-piece molecular cluster, C3H8N2O2 overall, computed with the ωB97M-V functional and the def2-TZVPD basis.

Summary:
HOMO, eV: -8.82

CARTESIAN COORDINATES (ANGSTROEM)
1 N 2.4014 1.3717 -0.4693
2 C 1.1871 0.7880 -0.1827
3 O 0.6451 1.2194 0.9209
4 N 0.6038 -0.0880 -0.9389
5 C -1.2208 -1.1974 -0.3069
6 C -1.9346 -0.8090 0.9015
7 O -1.6314 0.5040 0.5435
8 H 2.8197 1.8688 0.3019
9 H 3.0416 0.8523 -1.0488
10 H 1.1030 -0.3044 -1.7962
11 H -0.4258 -1.9317 -0.3025
12 H -1.7064 -1.0130 -1.2541
13 H -1.4732 -1.1541 1.8379
14 H -3.0118 -1.0228 0.9172
15 H -0.3977 0.9163 0.8765

Atoms 1-6, force components in eV/Å:
N 0.0 -0.1 0.0
C 0.1 0.0 0.0
O 0.1 0.0 -0.1
N 0.1 0.1 0.0
C -0.1 -0.3 0.0
C -0.1 -0.3 -0.1


(4)
A 2-piece molecular cluster, C17H19N overall in a non-equilibrium geometry, computed with the ωB97M-V functional and the def2-TZVPD basis.

Summary:
SMILES: CCc1c[nH]c2ccccc12.Cc1ccccc1
HOMO, eV: -7.81

CARTESIAN COORDINATES (ANGSTROEM)
1 C -1.6838 -2.3562 -1.9170
2 C -0.9838 -1.4108 -0.9798
3 C -1.9631 -0.3095 -0.5693
4 C -1.9260 0.9342 -1.2123
5 N -2.8264 1.8075 -0.6116
6 C -3.5012 1.1536 0.4234
7 C -4.3992 1.5598 1.4018
8 C -4.8047 0.6416 2.3778
9 C -4.0691 -0.6255 2.5006
10 C -3.2799 -1.1704 1.5084
11 C -3.0389 -0.1749 0.5293
12 H -1.2940 -2.3499 -3.0220
13 H -2.7886 -2.0593 -1.9209
14 H -1.5035 -3.3535 -1.5292
15 H -0.5378 -1.8576 -0.0593
16 H -0.1698 -1.0021 -1.6032
17 H -1.3274 1.1997 -1.9170
18 H -3.2184 2.5739 -1.1372
19 H -4.7177 2.6405 1.4373
20 H -5.5433 0.9263 3.2359
21 H -4.2040 -1.2111 3.4279
22 H -2.8783 -2.1077 1.5894
23 C 5.8018 0.4111 1.3792
24 C 4.6904 0.4585 0.3439
25 C 3.3374 0.5478 0.8026
26 C 2.2281 0.4986 -0.0836
27 C 2.4029 0.5332 -1.5037
28 C 3.7035 0.4018 -1.8522
29 C 4.8011 0.3441 -1.0211
30 H 6.6812 0.3489 0.7114
31 H 5.5549 -0.4368 2.0296
32 H 5.8350 1.2711 1.9205
33 H 3.0924 0.6499 1.7959
34 H 1.2377 0.5567 0.2997
35 H 1.6243 0.6869 -2.2963
36 H 3.8763 0.2552 -2.9149
37 H 5.7918 0.0246 -1.5639

Atoms 1-6, force components in eV/Å:
C -1.1 -0.7 -1.6
C 0.0 1.3 0.5
C -0.3 2.6 -0.1
C -4.2 -3.7 6.0
N -0.3 -0.1 0.2
C 0.4 -1.5 0.3


(5)
C11H22N6O5S2Tl as an isolated structure in a non-equilibrium geometry, computed with the ωB97M-V functional and the def2-TZVPD basis.

Summary:
Net charge: +1
HOMO (spin up / spin down), eV: -8.51 / -8.51

CARTESIAN COORDINATES (ANGSTROEM)
1 O 3.7759 2.0446 -1.7312
2 H 4.1513 2.5376 -2.4551
3 Tl -0.0347 0.1931 0.2068
4 N -2.0954 -0.7152 -0.7554
5 N 0.2457 -0.6663 -1.8576
6 O -3.4282 -0.6392 -0.2297
7 O 1.5453 -0.7419 -2.4382
8 C -2.0707 -1.1080 -2.0317
9 C -0.7447 -1.1554 -2.6211
10 C -3.3069 -1.5185 -2.7544
11 C -0.4624 -1.6990 -3.9791
12 H -4.1876 -1.0417 -2.2916
13 H -3.4130 -2.6174 -2.7112
14 H -3.2210 -1.2244 -3.8101
15 H 0.6030 -1.9880 -3.9922
16 H -0.6550 -0.9144 -4.7380
17 H -1.1179 -2.5643 -4.1905
18 H -3.3658 -0.5402 0.7546
19 H 2.1417 -0.1505 -1.9147
20 O -0.1411 -2.2953 0.6553
21 H -0.9942 -2.6352 0.3411
22 H 0.5337 -2.7640 0.1218
23 C 2.5304 2.6388 -1.3355
24 H 2.3990 2.4195 -0.2739
25 H 1.7048 2.2173 -1.9247
26 H 2.5128 3.7294 -1.4649
27 O -1.4257 2.2690 0.0121
28 H -2.1353 1.8273 -0.4946
29 H -1.6947 2.2846 0.9610
30 N -3.3372 0.6102 2.5398
31 C -2.0566 0.5767 3.1396
32 N -0.9267 0.5495 2.4715
33 C 0.1943 0.3657 3.3173
34 C -0.1703 0.3806 4.6451
35 S -1.8730 0.4360 4.8660
36 C 1.5600 0.2194 2.8388
37 C 2.7314 0.4905 3.5089
38 S 4.1242 0.4217 2.4781
39 C 3.1168 -0.1630 1.1878
40 N 1.8436 -0.2322 1.5440
41 N 3.5224 -0.4654 -0.1040
42 H -4.0338 0.7925 3.2740
43 H -3.3928 1.4277 1.9246
44 H 0.5409 0.3396 5.4534
45 H 2.7880 0.7756 4.5469
46 H 3.1925 -1.3760 -0.3982
47 H 4.5269 -0.3316 -0.2906

Atoms 1-6, force components in eV/Å:
O -0.3 -0.1 0.4
H 0.1 0.3 -0.3
Tl 1.1 2.5 0.0
N -2.1 -1.6 -1.6
N -0.6 -3.0 -4.1
O 0.9 0.0 -0.2


(6)
One molecule with the formula C3H5N3O, computed with the ωB97M-V functional and the def2-TZVPD basis.

Summary:
HOMO (spin up / spin down), eV: -8.95 / -8.95

CARTESIAN COORDINATES (ANGSTROEM)
1 O -0.7911 0.5003 -1.4741
2 C 0.4757 1.0678 -1.5183
3 C 0.6248 0.5139 -0.1403
4 N -0.6236 0.8705 0.4761
5 N -0.8341 -0.1055 1.2707
6 C 0.1018 -1.2173 1.0041
7 N 1.1519 -0.5786 0.2683
8 H -0.4286 -1.8788 0.3004
9 H 0.4769 2.1581 -1.6367
10 H 1.1739 0.5959 -2.2158
11 H -1.7087 -0.1325 1.7761
12 H 0.3812 -1.7938 1.8894

Atoms 1-6, force components in eV/Å:
O -0.2 0.1 -0.1
C 0.3 0.2 -0.1
C 0.2 -0.2 -0.2
N -0.1 -0.3 0.3
N -0.1 0.3 -0.1
C -0.2 -0.4 0.0


Record-wise energy values, in eV: -33193.0277, -22398.3316, -10312.9368, -19424.8172, -57295.2881, -9705.3951
Record-wise ΔE to the lowest compared entry with this formula, charge and spin values, in kcal per mole: 127.2, 91.0, 92.6, 71.2, 0.0, 119.7